60
Properties=species:S:1:pos:R:3:forces:R:3:mulliken_charge:R:1 method="wB97M-V/def2-TZVPD" homo_energy_ev=-8.4018 smiles="CCCCN(CCCC)CCNC(=O)Cc1nc2c(c(=O)[nH]c(=O)n2C)n1C" homo_lumo_gap_ev=9.0 max_force_ha_per_bohr=0.0270 de_lowest_kcal_mol=13.93
C 2.1230 2.8286 -3.6265 -0.1969 0.1487 0.0986 -1.6156
C 1.4835 3.5975 -2.4765 0.3207 -0.1321 0.0314 0.2638
C 2.4038 3.6634 -1.2603 -0.2689 0.3524 0.0246 -0.4216
C 1.7483 4.3532 -0.0583 0.3268 -0.2517 -0.2467 -1.3750
N 0.7208 3.5109 0.5406 -0.1411 0.1768 0.1033 0.9298
C 1.0165 3.1115 1.9051 0.2571 -0.2000 -0.0930 -1.3599
C 2.1620 2.0997 1.9625 -0.2834 0.1762 0.4306 0.1147
C 2.4094 1.6113 3.3883 0.1963 -0.0183 -0.2523 -0.5722
C 3.6544 0.7371 3.4813 -0.2211 0.1300 0.1340 -1.3025
C -0.6386 3.9868 0.3555 -0.1995 -0.2101 -0.0023 -0.9285
C -1.6181 2.8049 0.2859 -0.0485 0.2326 0.0686 -1.0068
N -1.0753 1.7783 -0.5674 0.1696 0.1826 0.3195 0.2190
C -1.6947 1.2777 -1.6429 0.3943 -0.3145 -0.2084 0.7950
O -2.8194 1.5595 -1.9955 -0.4541 0.1063 -0.2270 -0.7139
C -0.8349 0.2263 -2.3715 -0.3827 0.2088 0.0249 -0.4563
C -0.7470 -0.9496 -1.4772 -0.0279 -0.4386 0.0370 0.0435
N 0.1690 -1.0838 -0.5267 0.4109 0.0356 0.1950 -0.6404
C -0.1501 -2.2314 0.1077 -1.1114 -0.1934 -0.8069 0.5870
C -1.2813 -2.8040 -0.4599 0.6763 0.2423 0.4624 0.6591
C -1.8373 -4.0309 0.0216 0.0907 0.1678 -0.0444 0.0430
O -2.8161 -4.6292 -0.3754 -0.1612 -0.1239 -0.0588 -0.6790
N -1.0741 -4.5096 1.0869 -0.2148 -0.3768 0.1066 -0.0500
C 0.0510 -3.9768 1.6912 0.0743 0.0827 -0.0056 0.4285
O 0.5882 -4.5294 2.6237 0.0945 -0.2075 0.2756 -0.6606
N 0.5086 -2.7909 1.1609 0.0915 -0.0635 0.0583 0.0432
C 1.6631 -2.1339 1.7301 0.2228 0.0387 0.1438 -1.0710
N -1.6511 -1.9508 -1.4747 0.5266 0.1888 0.2486 -0.0184
C -2.8000 -2.1058 -2.3259 -0.5529 -0.0010 -0.4482 -1.0212
H 1.4461 2.7763 -4.4761 -0.0011 -0.0556 -0.1398 0.3844
H 3.0402 3.3166 -3.9492 0.1165 0.0016 -0.0704 0.4396
H 2.3710 1.8143 -3.3191 0.0544 -0.1336 -0.0042 0.3186
H 1.2503 4.6122 -2.8081 -0.1023 0.0452 0.0347 0.3015
H 0.5466 3.1168 -2.1940 -0.1022 0.0469 0.0212 -0.2158
H 2.6897 2.6517 -0.9688 0.0837 -0.0583 0.0582 0.1966
H 3.3127 4.2076 -1.5271 0.1167 -0.0152 -0.0522 0.4890
H 1.3273 5.3122 -0.3813 0.0006 0.0036 0.0754 0.5326
H 2.5193 4.5781 0.6854 -0.0583 0.0523 0.0240 0.3667
H 0.1235 2.6459 2.3267 -0.0234 0.0153 0.0630 0.2518
H 1.2651 3.9824 2.5382 -0.0738 -0.0433 -0.0118 0.3364
H 1.9199 1.2527 1.3172 0.0226 -0.0478 -0.1076 0.0308
H 3.0764 2.5571 1.5818 0.0810 0.0002 -0.0986 0.3204
H 1.5397 1.0503 3.7386 -0.0706 0.0397 0.0507 0.3506
H 2.5283 2.4744 4.0477 -0.0700 0.0101 0.0661 0.4646
H 3.5748 -0.1202 2.8172 0.0451 -0.1268 -0.0818 0.2253
H 4.5384 1.3055 3.2010 0.1255 0.0087 -0.0424 0.3839
H 3.7899 0.3731 4.4967 0.0957 -0.0919 0.0707 0.3842
H -0.9602 4.6768 1.1532 0.0148 0.0184 -0.0807 0.3197
H -0.6831 4.5208 -0.5946 -0.0135 0.0154 0.0323 0.5185
H -1.7961 2.3892 1.2838 -0.0680 0.0737 -0.0619 0.3393
H -2.5742 3.1239 -0.1331 0.0595 -0.0450 0.1123 0.4325
H -0.1243 1.5072 -0.3569 -0.0503 -0.0344 -0.1534 -0.0358
H -1.3133 -0.0275 -3.3159 0.0165 0.1082 0.0288 0.4740
H 0.1615 0.6275 -2.5495 0.0451 -0.0743 -0.0276 -0.1564
H -1.3913 -5.3815 1.4964 0.0723 0.1645 -0.0613 0.2418
H 2.3669 -1.8902 0.9351 0.0202 0.0313 0.0542 0.3236
H 1.3574 -1.2153 2.2325 0.0666 0.0345 0.0167 0.3108
H 2.1149 -2.8158 2.4480 -0.0304 0.0963 -0.0760 0.4080
H -2.4897 -2.2938 -3.3558 -0.0328 -0.0078 0.0488 0.2932
H -3.4132 -1.2043 -2.2956 0.0239 -0.0437 -0.0093 0.3277
H -3.3751 -2.9574 -1.9667 0.0481 0.0731 -0.0471 0.4083

58
Properties=species:S:1:pos:R:3:forces:R:3:mulliken_charge:R:1 method="wB97M-V/def2-TZVPD" homo_energy_ev="-7.1520 / -11.3060" homo_lumo_gap_ev="5.1 / 5.4" max_force_ha_per_bohr=0.0729 s2=6.048 spin_multiplicity=5 charge=+1
C -2.1667 -3.4618 0.8679 3.5068 -0.3220 -1.2792 -1.0824
C -1.1506 -2.5432 0.4959 -0.5829 -1.0431 0.2593 1.1669
N -1.4122 -1.1798 0.5452 2.9890 0.1611 -1.0868 0.5028
C -2.5908 -0.7338 1.0122 -1.8046 1.2321 0.5666 0.5145
C -3.6071 -1.6190 1.3592 0.1433 -1.1944 0.1325 -0.6048
C -3.3923 -2.9974 1.2988 -3.2410 1.4895 0.9642 -0.9334
C 0.1339 -2.9574 0.0914 -0.1860 -0.1959 0.2791 -1.5730
P 1.4410 -1.7546 -0.1131 0.2456 -1.7294 0.9216 0.9562
Os 0.2238 0.1792 0.2362 1.3699 1.1988 -0.2671 0.7215
P -1.4864 1.7184 0.3174 -2.4062 0.3651 1.2254 0.7835
C -2.7873 0.7523 1.2066 0.0363 0.0989 -0.0080 -1.4108
C 1.8068 1.3738 -0.3963 -0.8933 -1.0200 0.2055 0.7220
C 2.9428 1.5972 0.3978 0.6227 0.4324 0.1732 0.0709
C 3.8587 2.5918 0.0517 0.0572 -0.1615 0.1536 -0.8755
C 3.7450 3.2541 -1.1821 -0.2043 -0.1585 0.2704 -0.4931
C 2.6805 2.9400 -2.0368 -0.2353 -0.0296 -0.0442 -0.7540
C 1.7005 2.0279 -1.6343 0.7318 0.5594 -0.3187 -0.4650
O -1.1110 -3.0325 -2.8138 0.3348 -0.7560 0.3551 -0.6626
O -2.4247 -0.6613 -2.6834 0.3905 -0.3783 -0.5808 -0.6064
H -1.9260 -4.5234 0.7959 -0.1295 0.3190 0.0985 0.4902
H -4.5443 -1.1826 1.6976 0.0739 -0.3070 -0.0258 0.5159
H -4.1879 -3.6875 1.5699 0.1899 0.2030 -0.0635 0.3864
C 2.7199 -2.0624 1.1481 -0.0106 -0.2245 -0.1036 -1.3667
C 2.2420 -2.1266 -1.7021 0.0242 0.2470 -0.0116 -1.2843
H -3.7751 1.0614 0.8351 0.1954 0.0099 0.1528 0.6446
H -2.7406 1.0223 2.2760 0.0625 -0.0172 -0.1544 0.4230
H -0.6563 -3.3394 -1.9990 -0.4520 0.3183 -0.4329 0.3211
H 0.3470 -4.0273 0.1022 0.0299 0.1944 -0.0230 0.3767
C -1.2042 3.2775 1.1805 -0.0440 0.2209 0.0258 -1.2436
C -2.3423 2.1705 -1.2157 0.2487 0.1638 -0.2567 -1.0736
H 3.1068 1.0052 1.3063 -0.0925 0.4112 -0.3390 0.4456
H 4.6621 2.8481 0.7573 -0.2876 -0.2006 -0.5187 0.4106
H 4.4847 4.0084 -1.4620 -0.2817 -0.2915 0.0382 0.4068
H 2.6070 3.4167 -3.0163 0.0061 -0.0808 0.3296 0.4169
H 0.8453 1.8102 -2.2663 0.2168 0.1893 -0.1458 0.3745
H 0.1162 -0.2206 -1.4101 -0.9068 0.3447 -0.7574 -0.2410
H -2.5187 -0.3909 -3.6138 -0.0013 -0.2196 0.4875 0.2966
H -1.9921 -1.5593 -2.7232 -0.4344 0.7921 0.0748 0.3311
H -1.6242 -3.8007 -3.1105 0.1322 0.2741 0.0334 0.2930
H -0.5727 0.4702 -1.2401 0.5689 -0.9626 -1.1299 -0.0029
H 3.1054 -3.0821 1.0263 0.0525 0.2357 0.1069 0.5104
H 3.5303 -1.3331 1.0189 -0.1101 -0.2289 0.0011 0.3538
H 2.2703 -1.9467 2.1420 0.1126 -0.0853 -0.3009 0.3391
H 2.7696 -3.0885 -1.6197 -0.1728 0.2942 -0.0444 0.4465
H 1.4773 -2.1864 -2.4884 0.2534 0.0490 0.1477 0.3702
H 2.9607 -1.3295 -1.9351 -0.1314 -0.2394 -0.0304 0.3703
H -3.2485 2.7415 -0.9564 0.3199 -0.2118 -0.1259 0.5109
H -1.6783 2.8024 -1.8215 -0.2213 -0.1005 0.0154 0.3754
H -2.5955 1.2533 -1.7790 0.0516 0.3936 0.3363 0.2485
H -2.1425 3.8479 1.2183 0.2779 -0.0783 0.0355 0.4563
H -0.8232 3.0956 2.1922 -0.1773 0.1202 -0.3250 0.3037
H -0.4542 3.8353 0.6023 -0.1770 -0.0259 0.2237 0.3541
C 1.0385 1.3888 2.9139 0.6402 0.6622 0.8078 -1.8482
C 0.5298 0.1273 2.3044 -0.8256 -2.0512 0.2241 0.7100
O 0.2830 -0.8780 2.9679 0.4873 1.6450 -0.5423 -0.5686
H 1.2980 2.1793 2.1996 -0.2213 -0.3134 0.1790 0.4423
H 1.9549 1.1399 3.4778 -0.4122 0.1587 0.0519 0.3224
H 0.2740 1.7694 3.6063 0.2712 -0.1565 0.0392 0.4043

61
Properties=species:S:1:pos:R:3:forces:R:3:mulliken_charge:R:1 method="wB97M-V/def2-TZVPD" homo_energy_ev=-9.6343 homo_lumo_gap_ev=7.5 max_force_ha_per_bohr=0.0170 de_lowest_kcal_mol=4.72 charge=+1
W -0.3069 -0.1916 -0.2452 0.3136 0.4179 0.6998 0.2342
C 2.5715 -1.6504 -0.0123 0.0618 0.0297 0.0072 -0.4003
C 3.2317 -0.2988 0.2139 -0.0309 -0.0054 0.1243 -1.0504
O 2.1906 0.6762 0.2219 0.0880 -0.1915 -0.1591 0.0899
C 2.4800 1.8938 -0.4629 0.0021 0.0481 -0.0326 -0.7144
C 1.5464 2.9213 0.1303 0.0132 0.0390 -0.0195 -0.7063
O 0.2555 2.3250 0.1939 -0.0469 -0.0369 -0.0839 -0.2777
C -0.4464 2.5050 1.4214 -0.0541 0.0364 -0.0474 -0.6205
C 0.1089 1.5947 2.4861 0.0327 0.0332 -0.0254 -0.4373
O 0.0353 0.2365 2.0087 0.0754 0.1372 -0.0157 -0.3522
C 0.9738 -0.6013 2.7041 -0.0160 -0.0681 -0.0270 -0.8663
C 1.0854 -1.9185 1.9688 -0.0293 0.0527 0.0457 -0.5927
O 1.2708 -1.6710 0.5758 0.0759 -0.0570 -0.0489 0.3825
H 3.1696 -2.4793 0.3713 0.0000 0.0226 0.0133 0.4538
H 2.3854 -1.8093 -1.0739 0.0282 -0.0113 0.0225 0.2420
H 3.9540 -0.1033 -0.5805 -0.0097 -0.0178 -0.0147 0.6060
H 3.7562 -0.2506 1.1732 0.0108 -0.0105 -0.0181 0.2525
H 2.2974 1.7567 -1.5322 -0.0118 0.0000 0.0046 0.3008
H 3.5197 2.1887 -0.3052 -0.0076 0.0183 -0.0104 0.5702
H 1.5056 3.8151 -0.4957 0.0053 0.0101 0.0147 0.4219
H 1.8858 3.2113 1.1276 0.0045 -0.0344 0.0074 0.3552
H -1.4833 2.2507 1.2075 0.0310 0.0217 0.0182 -0.0165
H -0.4042 3.5464 1.7510 0.0308 -0.0153 0.0073 0.4158
H -0.4585 1.6802 3.4154 -0.0163 -0.0019 -0.0212 0.5203
H 1.1571 1.8305 2.6898 -0.0141 -0.0048 0.0105 0.3014
H 0.6254 -0.7580 3.7277 0.0135 -0.0235 -0.0071 0.5902
H 1.9387 -0.0891 2.7304 -0.0109 0.0084 0.0001 0.3401
H 0.1560 -2.4823 2.0417 0.0224 -0.0101 0.0084 0.1935
H 1.9074 -2.5173 2.3649 -0.0068 0.0082 0.0084 0.4712
C -3.9476 0.0304 -1.3279 0.0218 0.0093 -0.0355 -1.5459
C -2.8924 1.1346 -1.4284 -0.0945 -0.0383 -0.0736 1.7681
C -2.5833 1.4545 -2.8926 -0.0080 -0.0182 -0.0167 -1.5513
C -3.3555 2.3907 -0.6926 -0.0180 -0.0040 -0.0310 -1.7638
N -1.6792 0.6408 -0.8202 -0.4064 0.2076 0.1100 0.6685
H -4.8874 0.3709 -1.7645 0.0052 0.0070 0.0017 0.4565
H -4.1238 -0.2372 -0.2855 0.0054 -0.0029 0.0063 0.3484
H -3.6199 -0.8618 -1.8627 -0.0107 -0.0009 -0.0002 0.3265
H -3.5093 1.6364 -3.4393 -0.0033 0.0307 0.0153 0.4120
H -2.0644 0.6169 -3.3592 -0.0320 -0.0085 -0.0106 0.3269
H -1.9546 2.3422 -2.9719 0.0405 -0.0198 0.0112 0.3695
H -4.2226 2.8163 -1.1983 -0.0121 -0.0104 -0.0015 0.4623
H -2.5664 3.1444 -0.6849 -0.0029 0.0107 -0.0003 0.3288
H -3.6480 2.1567 0.3328 0.0146 0.0042 0.0172 0.3579
C 2.9901 -7.2187 -0.6252 0.0114 -0.0191 0.0100 -1.4583
C 2.0346 -6.0734 -0.7976 -0.0203 0.0237 -0.0036 0.9501
C 1.0571 -5.8016 0.1563 0.0075 0.0015 -0.0218 -0.9517
C 0.1745 -4.7442 -0.0055 -0.0249 0.0043 0.0204 -0.5658
C 0.2790 -3.9464 -1.1328 -0.0732 0.0040 0.0818 0.3455
C 1.2347 -4.2007 -2.1070 0.0246 -0.0129 -0.0173 -0.5210
C 2.1063 -5.2606 -1.9297 -0.0002 0.0019 0.0056 -0.8394
S -0.8550 -2.6272 -1.3885 0.0979 0.0176 -0.2101 1.4951
O -1.9129 -3.0803 -2.2199 -0.0889 0.0448 0.0882 -0.6490
O -0.0445 -1.4717 -1.9296 0.2715 -0.0645 -0.1614 -0.7307
O -1.2348 -2.0605 -0.0370 -0.2674 -0.5615 -0.2399 -0.6959
H 2.7216 -7.8345 0.2309 0.0007 -0.0033 0.0027 0.3572
H 4.0084 -6.8560 -0.4753 0.0034 0.0012 -0.0028 0.3155
H 2.9986 -7.8524 -1.5121 0.0005 -0.0040 -0.0030 0.3762
H 0.9749 -6.4355 1.0303 -0.0009 0.0018 0.0037 0.3503
H -0.5946 -4.5500 0.7313 -0.0020 0.0035 0.0033 0.5903
H 1.2916 -3.5797 -2.9917 0.0027 0.0029 -0.0069 0.5388
H 2.8506 -5.4688 -2.6886 0.0032 -0.0033 -0.0026 0.4218

63
Properties=species:S:1:pos:R:3:forces:R:3:mulliken_charge:R:1 method="wB97M-V/def2-TZVPD" homo_energy_ev=-4.5318 homo_lumo_gap_ev=2.3 max_force_ha_per_bohr=0.0362
C -3.7312 -4.8361 0.9822 1.0046 0.6580 0.2881 -0.2750
C -3.5102 -3.8262 0.3696 1.4362 -0.4452 0.3808 -0.6304
C -3.1225 -2.5792 -0.2609 -0.8162 0.2182 0.0205 -0.1661
C -2.1322 -1.7710 0.6039 -0.2943 0.7662 0.5797 -1.1274
C -1.2363 -0.9251 -0.2889 -1.1585 -0.7442 -1.0052 -0.4537
N -0.5522 0.2198 0.3841 -0.2115 -0.8883 0.9695 1.2518
C 0.0463 -0.2573 1.6667 0.7875 0.4131 0.6562 -2.5302
C 0.8450 0.8206 2.4372 0.1730 -0.5272 0.3313 0.1832
I -0.7418 2.0261 3.4528 -0.5776 -0.1424 -0.1437 0.2707
C 1.5111 0.0605 3.6375 -0.0843 1.2443 -0.0716 -1.0778
C 2.9913 -0.2763 3.4476 0.3198 -0.6949 0.3645 -0.2853
C 3.3436 -1.7180 3.8417 -0.1476 0.4228 0.5878 -0.8752
Cl 2.2012 -2.9324 3.1905 0.2355 -0.0149 -0.1531 -0.1636
N 1.7593 1.6027 1.6345 -0.9218 -0.3111 -0.1031 -0.4464
I 1.9759 3.5696 2.1366 0.7698 -0.0051 -0.0161 0.1999
C 1.7401 1.3787 0.1717 -0.1345 -0.2381 0.1449 -1.6724
C 2.8813 0.4312 -0.2427 0.9022 0.0606 0.7169 -1.2883
C 2.6744 -1.0405 -0.0826 0.1650 -0.4834 -0.1691 0.3901
O 1.8176 -1.7087 -0.5490 -0.5473 0.1376 -0.0878 -0.3345
F 3.6397 -1.6576 0.6229 0.2273 0.3515 -0.0062 -0.3414
C 0.3276 1.0991 -0.4523 0.8482 1.6502 -0.1232 2.1227
C -0.3589 2.5153 -0.4376 -0.7507 -0.1909 -0.7012 -1.9425
C -1.7159 2.5972 -1.1996 -0.1612 0.9801 0.4088 -0.7982
C -1.6679 3.4712 -2.4781 0.3332 -0.5883 -0.6019 -0.4914
N -2.2405 2.7747 -3.6394 -0.0926 -0.0826 0.0907 -0.6873
B 0.5264 0.8723 -2.0325 -0.0461 -0.2644 -1.0479 0.0779
O 1.4676 1.7521 -2.5717 -0.3137 0.3227 1.0037 -0.8575
C -0.1680 -0.0386 -3.1152 -0.5616 -0.5032 -0.2028 -0.1463
C 0.4951 -1.4475 -3.2911 -0.3159 0.3191 -0.4562 -1.4313
H -3.7624 -5.6398 1.6796 -0.3785 -0.1319 -0.3154 0.3931
H -4.0412 -1.9775 -0.3443 0.1267 0.0135 -0.2334 0.3571
H -2.7651 -2.7134 -1.2884 0.1380 -0.2084 0.1286 0.2746
H -2.7488 -1.0815 1.2029 0.0963 -0.1139 0.0943 0.3429
H -1.6089 -2.3935 1.3298 0.1615 -0.1704 -0.3395 0.4048
H -1.9162 -0.4822 -1.0213 0.1945 0.1494 0.0361 0.2936
H -0.5717 -1.5689 -0.8601 0.5523 0.3764 0.3695 0.1182
H -1.3260 0.7958 0.7373 0.0524 0.2049 -0.2833 0.9017
H 0.5929 -1.1938 1.5445 0.2362 0.2481 -0.3881 0.2837
H -0.7489 -0.4745 2.3746 -0.2421 -0.3097 -0.4688 1.1586
H 1.4279 0.7152 4.5047 0.0709 -0.1298 0.0245 0.5381
H 0.8746 -0.7982 3.8559 0.2153 -0.1040 -0.0123 0.7288
H 3.3998 -0.0488 2.4665 -0.3385 -0.0104 -0.0963 -0.0047
H 3.5596 0.3405 4.1512 0.0528 0.0675 -0.2016 0.3950
H 3.2848 -1.7982 4.9283 -0.1086 -0.1749 -0.0863 0.4337
H 4.3650 -1.9751 3.5700 -0.1521 -0.1049 -0.2890 0.4190
H 2.0352 2.3410 -0.2344 -0.0212 -0.2186 -0.3620 0.8952
H 3.2194 0.6007 -1.2698 -0.4453 -0.0096 -0.0796 0.7018
H 3.7495 0.7009 0.3644 -0.1033 0.0635 -0.0152 0.4884
H -0.5077 2.8675 0.5850 0.1212 -0.2731 0.0695 0.2373
H 0.2894 3.2439 -0.9213 0.2409 -0.1709 0.1904 0.8489
H -2.4059 3.1232 -0.5344 -0.1046 -0.3233 0.0378 0.5410
H -2.1894 1.6356 -1.4144 0.1774 -0.0373 -0.0292 0.2981
H -0.6338 3.7562 -2.7264 0.0104 0.1119 0.4205 0.2573
H -2.2145 4.3989 -2.3022 0.0148 -0.0358 -0.0797 0.4130
H -2.1009 1.7749 -3.5745 -0.0306 0.0075 0.0641 0.2349
H -1.7947 3.0590 -4.5024 -0.1695 0.1802 -0.0140 0.2701
H 1.0369 2.3587 -3.1852 0.3331 -0.3069 -0.4961 0.3623
H -1.2470 -0.1833 -2.9908 0.1209 -0.1026 0.1835 0.2312
H -0.0924 0.4152 -4.1095 0.2057 0.4183 0.2694 0.5940
H -0.0681 -2.2192 -2.7695 0.3608 -0.0171 0.2415 0.3451
H 0.4451 -1.7131 -4.3488 -0.0220 0.0092 0.0640 0.4099
H 1.5503 -1.4457 -3.0268 -0.0945 -0.1702 0.1945 0.2771
I -6.5087 -4.8705 0.1695 -1.3382 -0.1469 -0.2532 -0.9182